9
Properties=species:S:1:pos:R:3:nbo_charge:R:1 method="wB97M-V/def2-TZVPD" lumo_ev="-2.968 / -1.608" total_energy_ev=-20008.9865 charge=0 homo_ev="-10.83 / -9.84" e_above_lowest_kcal_mol=169.8
S -0.4341 0.7941 1.4377 0.13
O 0.0809 -1.8969 0.5697 -0.39
O 2.1156 -1.7153 -0.0407 -0.34
N 2.8983 1.7028 -0.0476 -0.20
N 1.0950 -1.2315 0.4237 0.46
C 0.9868 0.1625 0.5810 -0.17
C 2.0599 1.0127 0.3232 0.17
H -1.1987 -0.4486 1.2447 0.23
H 0.5575 0.2342 -1.4767 0.10